ORCA calculation (the ωB97M-V functional and the def2-TZVPD basis) on C13H27BNO6Tl as an isolated structure.

Output
- HOMO level: -8.61 eV
- Electronic energy: -33061.3704 eV
- Relative energy (zero: lowest compared OMol25 entry of this formula, charge and spin): 4.9 kcal/mol

Geometry as ORCA input:
```
! wB97M-V def2-TZVPD RIJCOSX def2/J DEFGRID3
* xyz 0 1
Tl 1.5138 0.0831 0.4459
C 1.3882 4.1039 0.6145
C 1.2560 3.3886 1.9384
O 0.0250 2.7007 1.9685
C -0.1168 1.9017 3.1210
C -1.3518 1.0462 2.9893
O -1.2197 0.1861 1.8732
C -1.8451 -1.0784 2.0076
C -0.8357 -2.1353 2.4253
O 0.1417 -2.3429 1.4194
C -0.2728 -3.2725 0.4258
C 0.4627 -2.9969 -0.8563
O 0.0318 -1.7231 -1.3176
C 0.6073 -1.3528 -2.5581
C 0.0155 -0.0262 -2.9567
O 0.2204 0.9232 -1.9141
C 0.3278 2.2540 -2.3896
C 0.2005 3.2085 -1.2309
O 1.4021 3.1971 -0.4759
H 2.3286 4.6604 0.6068
H 0.5690 4.8208 0.5002
H 1.3182 4.1163 2.7594
H 2.0874 2.6802 2.0569
H -0.1970 2.5285 4.0193
H 0.7633 1.2542 3.2412
H -2.2352 1.6820 2.8581
H -1.4744 0.4754 3.9168
H -2.2724 -1.3260 1.0339
H -2.6669 -1.0332 2.7307
H -1.3383 -3.0782 2.6699
H -0.3011 -1.8002 3.3171
H -1.3476 -3.1722 0.2396
H -0.0726 -4.2936 0.7684
H 0.2090 -3.7706 -1.5916
H 1.5452 -3.0019 -0.7053
H 0.3670 -2.0990 -3.3269
H 1.6944 -1.2884 -2.4621
H -1.0620 -0.1251 -3.1304
H 0.4904 0.3102 -3.8834
H -0.4752 2.4573 -3.1079
H 1.2913 2.4022 -2.8908
H -0.6477 2.9144 -0.6037
H 0.0191 4.2174 -1.6219
B 5.3449 -2.9640 0.0600
C 4.1868 -2.0027 -0.4163
N 3.3144 -1.3105 -0.7443
H 5.1083 -4.0598 -0.4037
H 5.3113 -2.9704 1.2728
H 6.3830 -2.5050 -0.3627
*
```


ORCA calculation (the ωB97M-V functional and the def2-TZVPD basis) on C13H27ClIrN7O6Si2 as an isolated structure.

Output
- HOMO level: -7.44 eV
- Electronic energy: -67745.1291 eV
- Relative energy (zero: lowest compared OMol25 entry of this formula, charge and spin): 0.0 kcal/mol

Geometry as ORCA input:
```
! wB97M-V def2-TZVPD RIJCOSX def2/J DEFGRID3
* xyz 0 1
Ir 0.1249 0.4004 0.6245
O -1.7506 2.2494 4.0453
Cl -1.7908 1.3221 2.9723
O -3.0196 1.3646 2.2549
O -1.4648 -0.0033 3.3918
O -0.6883 1.7857 2.0189
N 0.7915 2.3462 0.1023
N 1.6461 2.3622 -1.0409
C 2.8766 1.7877 -0.7954
N 3.4944 1.2358 -1.8332
N 3.2853 1.8886 0.4693
N 4.4472 1.3441 0.8742
O 5.1848 0.8503 0.0356
O 1.7013 -0.1923 2.0531
H 0.0106 2.9672 -0.0979
H 1.3291 2.7530 0.8681
H 1.1388 1.9513 -1.8167
H 3.0254 1.1107 -2.7146
H 4.4214 0.8742 -1.6601
C -2.3036 1.6040 -3.2850
Si -2.4367 1.2908 -1.4316
C -2.2085 2.9878 -0.6640
C -4.1389 0.6784 -0.9751
N -1.1979 0.1670 -0.8897
C -1.2000 -1.1475 -1.3391
C -2.0059 -1.6852 -2.3590
C -1.9002 -3.0177 -2.7099
C -0.9976 -3.8719 -2.0757
C -0.1947 -3.3705 -1.0686
C -0.3064 -2.0327 -0.7074
N 0.4387 -1.4139 0.2898
Si 1.5649 -1.8083 1.5704
C 1.9858 0.3150 3.3608
C 3.2094 -2.4065 0.9757
C 0.7884 -2.8193 2.9041
H -2.9103 2.4764 -3.5437
H -2.6326 0.7790 -3.9153
H -1.2703 1.8344 -3.5627
H -3.1524 3.5203 -0.8077
H -1.4508 3.5937 -1.1736
H -2.0236 2.9587 0.4095
H -4.9079 1.3564 -1.3537
H -4.2239 0.6408 0.1125
H -4.3457 -0.3185 -1.3654
H -2.7227 -1.0633 -2.8742
H -2.5364 -3.4050 -3.4960
H -0.9310 -4.9113 -2.3661
H 0.5158 -4.0066 -0.5516
H 2.4872 1.2730 3.2401
H 2.6533 -0.3708 3.8842
H 1.0611 0.4335 3.9229
H 3.5910 -1.7365 0.2031
H 3.1419 -3.4132 0.5576
H 3.9377 -2.4313 1.7895
H -0.1259 -2.3227 3.2360
H 1.4559 -2.9363 3.7609
H 0.5298 -3.8179 2.5464
*
```


ORCA calculation (the ωB97M-V functional and the def2-TZVPD basis) on C13H27FeO9S as an isolated structure.

Output
- HOMO level (spin up / spin down): -17.05 / -16.99 eV
- Electronic energy: -77552.3675 eV
- Relative energy (zero: lowest compared OMol25 entry of this formula, charge and spin): 0.0 kcal/mol

Geometry as ORCA input:
```
! wB97M-V def2-TZVPD RIJCOSX def2/J DEFGRID3
* xyz 2 6
Fe 0.2824 -0.5796 -0.0948
C -2.6159 -2.0398 0.1541
C -2.0174 -1.9013 1.5495
O -1.2101 -0.7080 1.5755
C -1.9826 0.5090 1.5219
C -0.9860 1.6172 1.8048
O 0.3236 1.1530 1.3675
C 1.1008 0.7198 2.5267
C 2.4521 0.3467 2.0163
O 2.2394 -0.5766 0.9247
C 3.3170 -0.5229 -0.0386
C 3.1380 0.7378 -0.8503
O 1.7571 0.7271 -1.2357
C 1.2102 2.0114 -1.5719
C 0.0349 1.6756 -2.4394
O -0.7095 0.6373 -1.7597
C -1.3612 -0.1922 -2.7558
C -2.2898 -1.1485 -2.0332
O -1.7638 -1.2807 -0.7131
H -3.6188 -1.6101 0.0893
H -2.6460 -3.0815 -0.1677
H -1.3435 -2.7179 1.7843
H -2.7792 -1.8233 2.3245
H -2.7843 0.4808 2.2613
H -2.4176 0.6048 0.5257
H -0.9215 1.8396 2.8669
H -1.2340 2.5334 1.2720
H 0.5895 -0.1278 2.9829
H 1.1655 1.5332 3.2489
H 3.0612 -0.1273 2.7871
H 2.9685 1.2322 1.6496
H 3.2074 -1.4025 -0.6656
H 4.2810 -0.5627 0.4694
H 3.7734 0.7316 -1.7392
H 3.3498 1.6441 -0.2816
H 1.9342 2.6090 -2.1299
H 0.9397 2.5402 -0.6555
H 0.3877 1.2773 -3.3917
H -0.6094 2.5374 -2.6238
H -0.5863 -0.7141 -3.3154
H -1.9214 0.4558 -3.4313
H -2.3179 -2.1197 -2.5310
H -3.3052 -0.7518 -1.9520
C 2.0149 -4.1186 -1.0221
S 0.6139 -3.0640 -0.9733
O 0.9232 -1.7580 -1.6680
O -0.5217 -3.7647 -1.4679
O 0.4681 -2.5279 0.4380
H 1.8448 -4.8417 -1.8155
H 2.0831 -4.6171 -0.0572
H 2.9058 -3.5282 -1.2158
*
```


ORCA calculation (the ωB97M-V functional and the def2-TZVPD basis) on C13H27IrOS5Si3 as an isolated structure at a distorted geometry.

Output
- HOMO level (spin up / spin down): -11.64 / -11.30 eV
- Electronic energy: -96611.1181 eV
- Relative energy (zero: lowest compared OMol25 entry of this formula, charge and spin): 0.0 kcal/mol

Geometry as ORCA input:
```
! wB97M-V def2-TZVPD RIJCOSX def2/J DEFGRID3
* xyz 1 2
Ir -1.1684 -0.5842 -0.2678
S -6.5532 -1.7990 -4.8502
C -5.3736 -1.5178 -3.8057
S -5.4441 -1.9732 -2.1147
C -3.8925 -1.3970 -1.6704
C -3.1213 -0.8142 -2.7003
S -1.5702 -0.2152 -2.4378
S -3.8629 -0.7305 -4.2442
S -3.2930 -1.4715 -0.1078
C -1.8261 -1.4358 2.8387
O -0.9780 -0.8744 1.8218
Si 0.4695 0.0018 2.0857
C 0.1329 1.4409 3.1895
C 1.7057 -1.0575 2.9594
C 0.6807 0.2917 0.2849
Si 1.6946 -1.0223 -0.6263
C 0.8731 -2.6936 -0.2650
C 3.4660 -1.0049 -0.0514
C 1.8023 -0.8570 -2.4788
Si 0.6053 2.0738 -0.3567
C -1.1581 2.6653 -0.0244
C 0.9487 2.2712 -2.1763
C 1.8423 3.1596 0.5107
H -1.2542 -2.1500 3.4304
H -2.6583 -1.9504 2.3674
H -2.2084 -0.6413 3.4795
H -0.0945 1.0783 4.1967
H -0.7014 2.0633 2.8620
H 1.0190 2.0730 3.2728
H 1.3849 -1.2207 3.9931
H 2.6719 -0.5487 3.0025
H 1.8585 -2.0345 2.5008
H 1.0399 -3.0214 0.7620
H 1.2862 -3.4438 -0.9444
H -0.2226 -2.7582 -0.4159
H 3.6038 -1.3099 0.9853
H 3.8839 -0.0023 -0.1729
H 4.0462 -1.6869 -0.6812
H 0.8561 -0.7564 -3.0042
H 2.2894 -1.7624 -2.8547
H 2.4313 -0.0135 -2.7658
H -1.9132 1.8662 -0.0823
H -1.4611 3.4159 -0.7595
H -1.2674 3.1073 0.9685
H 0.3515 1.6464 -2.8373
H 2.0001 2.0862 -2.4042
H 0.7408 3.3135 -2.4373
H 1.6419 3.2959 1.5736
H 1.8468 4.1518 0.0496
H 2.8492 2.7464 0.4029
*
```